A structure of composition C22H24N4O3RbS at a distorted geometry, computed with the ωB97M-V functional and the def2-TZVPD basis.

```
55
Properties=species:S:1:pos:R:3:forces:R:3:nbo_charge:R:1
C 1.362 -2.921 -4.442 1.616 0.152 -1.221 -0.4996
C 2.605 -3.545 -4.692 -0.890 0.937 -0.677 0.1472
H 0.543 -3.414 -4.958 -0.210 0.714 -0.253 0.2198
H 1.414 -1.814 -4.393 -0.209 -0.947 0.102 0.2724
C 3.674 -3.370 -3.781 1.724 -0.235 0.990 -0.0895
C 3.365 -2.876 -2.559 3.112 -0.378 -1.641 -0.2741
H 2.407 -2.478 -2.502 0.239 0.619 0.504 0.2174
H 4.143 -2.840 -1.791 -0.440 0.363 -0.122 0.2023
C 2.913 -4.322 -5.938 -0.147 -1.151 -0.183 -0.6739
H 2.058 -4.543 -6.541 -0.889 0.050 -0.174 0.2305
H 3.382 -5.297 -5.770 0.100 0.152 0.327 0.2342
H 3.590 -3.823 -6.649 -0.026 0.412 0.678 0.2568
C 5.076 -3.819 -4.135 0.961 -0.257 0.132 -0.6596
H 5.526 -3.385 -5.028 -0.580 0.323 -0.256 0.2296
H 5.276 -4.883 -4.266 -0.711 -0.231 -0.011 0.2287
H 5.802 -3.554 -3.374 -0.186 0.281 0.478 0.2260
Rb -0.324 2.226 0.650 0.096 0.517 -0.154 0.9717
O 0.580 -0.186 -0.570 0.135 -1.222 -0.224 -0.6648
C 0.906 -1.356 -0.327 -0.101 1.002 -0.825 0.6760
O 0.661 0.371 2.088 0.727 -3.793 0.636 -0.6683
C 0.839 -0.862 2.131 -0.169 2.343 -0.790 0.9205
O 0.850 -1.547 3.287 0.005 -0.149 -0.875 -0.4532
N 1.069 -1.743 1.042 -0.251 1.004 0.596 -0.4873
C 1.042 -2.957 3.011 0.039 0.068 0.691 -0.0863
C 1.153 -3.115 1.532 -0.216 0.040 -1.742 -0.2375
H 0.186 -3.507 3.387 0.020 0.052 0.347 0.2076
H 1.961 -3.275 3.478 0.061 -0.016 0.487 0.2056
H 0.334 -3.694 1.098 0.007 -0.042 0.118 0.2146
H 2.077 -3.580 1.192 0.117 -0.027 0.277 0.2101
C 1.106 -2.451 -1.290 -0.926 -1.160 0.803 -0.4549
C 0.500 -2.638 -2.556 -0.220 2.328 2.840 -0.3001
H 1.736 -3.237 -0.875 -0.855 -0.267 0.045 0.2041
H 0.096 -1.674 -2.850 -1.032 -0.584 -0.306 0.2247
H 0.098 -3.577 -2.793 -0.607 -0.840 -0.366 0.2340
N -4.123 4.894 2.701 0.391 -0.089 0.354 -0.5360
C -3.333 5.395 3.739 0.375 -1.034 -0.492 0.1687
C -3.615 6.251 4.772 0.157 0.844 0.770 -0.2536
C -2.601 6.528 5.702 -0.376 -0.379 -0.582 -0.1983
C -1.382 5.828 5.634 0.237 -0.268 -0.514 -0.2127
C -1.108 4.903 4.623 -0.218 -0.011 -0.277 -0.2044
C -2.103 4.707 3.649 -1.057 0.145 -0.207 0.0718
N -2.186 3.837 2.582 -0.729 -1.182 -1.645 -0.4998
C -3.415 3.929 2.025 1.986 1.318 2.181 0.3550
C -3.954 3.185 0.889 -0.936 -0.090 -0.708 0.0603
C -5.260 3.327 0.379 1.759 -0.308 0.622 -0.4265
S -5.465 2.263 -0.964 1.288 0.304 0.573 0.4787
C -3.792 1.764 -0.798 -0.004 0.697 1.168 -0.1254
N -3.121 2.285 0.226 -2.212 0.160 -1.315 -0.4592
H -5.046 5.207 2.498 -0.422 0.091 -0.073 0.4135
H -4.605 6.670 4.847 -0.061 0.359 0.151 0.2187
H -2.745 7.280 6.480 -0.088 -0.403 -0.199 0.2287
H -0.633 6.012 6.391 0.031 0.027 0.005 0.2235
H -0.178 4.317 4.552 -0.463 0.454 0.256 0.2274
H -6.017 4.024 0.759 0.274 -0.640 -0.396 0.2544
H -3.324 1.086 -1.501 -0.230 -0.053 0.099 0.2303
```
Positions in Å, forces in eV/Å.

Properties
Molecular weight   509.99 g mol⁻¹
HOMO (spin up / spin down)   -9.93 / -9.93 eV
Multiplicity   1
E_LUMO (spin up / spin down)   -3.375 / -3.373 eV
Frontier orbital gap (spin up / spin down)   6.55 / 6.56 eV
Charge   +1
ΔE to the lowest compared entry with this formula, charge and spin   77.76 kcal per mole

=====

A structure of composition C3H5HgO3 at a distorted geometry, computed with the ωB97M-V functional and the def2-TZVPD basis.

```
12
Properties=species:S:1:pos:R:3:forces:R:3:lowdin_spin:R:1
H -0.624 -0.972 1.596 1.263 4.060 0.719 0.0275
C 0.146 -1.158 0.100 -1.380 -0.976 -3.531 0.1472
C 0.432 -0.326 1.331 -0.884 -5.651 4.742 0.2567
O -0.331 0.323 -0.451 -0.138 0.663 -3.112 0.1997
C 0.428 1.312 -0.897 -0.338 -0.685 0.756 0.0876
O -0.397 2.200 -1.382 -0.006 0.010 0.238 0.0526
H 1.105 -1.519 -0.334 0.082 0.150 -0.191 0.0726
H 1.369 0.230 1.209 -1.300 1.535 -0.540 0.0044
H 0.060 3.045 -1.489 0.187 0.065 -0.381 0.0012
Hg -2.176 -0.317 -1.617 -1.088 -0.025 -0.584 0.6251
O -0.837 -1.954 -0.269 3.023 1.898 1.670 0.5114
H 0.823 -0.864 2.203 0.578 -1.045 0.214 0.0141
```
Positions in Å, forces in eV/Å.

Properties
Molecular weight   289.66 g mol⁻¹
HOMO (spin up / spin down)   -13.33 / -13.92 eV
⟨S²⟩   2.014
Multiplicity   3
E_LUMO (spin up / spin down)   -3.747 / -8.247 eV
Frontier orbital gap (spin up / spin down)   9.59 / 5.67 eV
Charge   +1
ΔE to the lowest compared entry with this formula, charge and spin   152.13 kcal per mole

=====

The ion C5H13N2 with charge +1 at a distorted geometry, computed with the ωB97M-V functional and the def2-TZVPD basis.

```
20
Properties=species:S:1:pos:R:3:forces:R:3:nbo_charge:R:1
N 0.592 1.960 3.025 -0.520 -0.054 0.622 -0.7960
C 1.186 1.236 2.011 0.315 0.455 0.682 0.0589
C 0.540 0.407 1.199 -0.082 0.493 -0.219 -0.3628
C 1.192 -0.286 0.027 -0.188 1.248 0.418 -0.4108
C 0.321 -0.225 -1.227 -0.072 -1.549 0.665 -0.4325
C -0.878 -1.134 -1.050 -1.364 0.357 0.177 -0.2003
N -1.827 -0.990 -2.270 1.306 0.050 -0.140 -0.6798
H -0.277 1.586 3.383 -0.090 0.034 -0.295 0.3728
H 1.154 2.213 3.823 0.355 0.081 -0.314 0.3893
H 2.238 1.479 1.936 0.223 -0.304 -0.290 0.1967
H -0.536 0.444 1.355 -0.078 -0.646 -0.186 0.1794
H 1.477 -1.292 0.301 0.120 -0.437 -0.284 0.2168
H 2.086 0.295 -0.230 0.108 -0.402 0.197 0.2344
H -0.006 0.800 -1.358 0.074 0.190 -0.429 0.2283
H 0.908 -0.655 -2.029 0.162 0.467 -0.653 0.2199
H -0.712 -2.204 -0.953 0.505 0.069 -0.052 0.2301
H -1.484 -0.818 -0.195 0.099 -0.157 -0.123 0.2270
H -2.350 -0.120 -2.191 -0.460 -0.179 -0.041 0.4443
H -2.397 -1.814 -2.464 -0.380 0.251 0.351 0.4481
H -1.227 -0.881 -3.091 -0.033 0.034 -0.084 0.4361
```
Positions in Å, forces in eV/Å.

Properties
Molecular weight   101.17 g mol⁻¹
SMILES   N/C=C/CCC[NH3+]
HOMO   -11.07 eV
Multiplicity   1
E_LUMO   -3.666 eV
Frontier orbital gap   7.41 eV
Charge   +1
ΔE to the lowest compared entry with this formula, charge and spin   44.71 kcal per mole

=====

Among the records above, which one has the highest molecular weight?
C22H24N4O3RbS

=====

What is the charge in the first record?
+1

=====

What is the molecular weight in the first record?
509.99 g mol⁻¹